184
Properties=species:S:1:pos:R:3:forces:R:3 method="wB97M-V/def2-TZVPD" e_tot_ev=-140992.8289 lumo_ev=-0.79 relative_energy_kcal_mol=398.08
C 4.80032 3.56024 -2.51600 1.35 0.49 3.00
O 4.73508 4.06839 -1.41207 -1.41 1.17 1.53
N 3.90531 2.92750 -3.16612 -4.54 -1.84 -2.06
N 5.95942 3.43186 -3.06927 4.83 -0.17 -2.66
H 2.95711 2.88456 -2.82090 -0.48 0.07 -0.17
H 4.08540 2.48959 -4.05825 -0.14 0.17 0.38
H 6.79281 3.81970 -2.65076 -0.34 -0.15 -0.10
H 6.02122 2.84114 -3.88617 0.61 0.39 0.21
C 0.22368 -3.43472 -3.30829 1.21 0.59 -1.77
O -0.03072 -4.53841 -3.01811 -1.12 -5.42 2.48
N -0.55060 -2.70152 -4.00954 -3.89 2.84 -2.09
N 1.42527 -2.94658 -3.32915 6.03 1.01 1.86
H -1.45791 -3.13157 -4.11885 -0.80 0.78 -0.21
H -0.39413 -1.70548 -4.06884 -0.29 -0.10 -0.14
H 2.16750 -3.60113 -3.12727 -0.28 0.28 0.02
H 1.67910 -1.99840 -3.56712 -0.29 -0.49 -0.20
C -0.79508 -1.56049 3.86108 2.60 2.12 -1.50
O -0.05775 -0.63083 3.64491 1.94 3.42 -0.68
N -1.05517 -1.91654 5.02359 -1.66 -1.85 7.35
N -1.22115 -2.27961 2.91705 -2.82 -3.92 -4.77
H -1.69456 -2.65925 5.26785 0.17 0.30 -0.01
H -0.68362 -1.31288 5.74307 -0.14 -0.25 0.24
H -1.02083 -2.00300 1.96654 -0.21 -0.31 -0.05
H -1.49294 -3.22728 3.13647 -0.21 0.25 -0.58
C 4.96423 -3.32468 -0.42118 5.34 5.23 -0.91
O 5.96327 -2.61674 -0.13054 -1.12 -1.02 0.51
N 4.23784 -3.02178 -1.42613 -3.26 3.08 -4.91
N 4.64445 -4.45812 -0.00126 -0.38 -6.39 3.58
H 3.44741 -3.57238 -1.72970 0.16 0.44 0.10
H 4.43351 -2.16261 -1.91973 -0.46 -0.32 0.34
H 3.96664 -4.91845 -0.59183 0.43 -0.77 0.67
H 5.46340 -4.95233 0.32305 -0.54 -0.64 0.55
C -0.90498 4.56402 -5.39392 -3.76 0.93 0.83
O -1.74119 4.95999 -4.61754 -0.93 0.62 3.06
N -0.04739 5.32759 -5.93642 5.14 4.24 -1.05
N -1.13347 3.51577 -6.08088 -0.62 -6.30 -2.73
H 0.16067 6.13641 -5.36842 0.31 0.10 -0.39
H 0.66804 4.97893 -6.55826 -0.09 0.24 0.28
H -0.44980 3.14982 -6.72801 -0.25 -0.10 0.17
H -1.81551 2.85053 -5.74565 0.36 0.01 -0.02
C -6.58947 -3.43025 0.86912 1.61 1.08 -1.91
O -6.30258 -2.44745 0.17428 -0.55 -0.55 0.59
N -7.76192 -3.66138 1.39763 -3.37 0.59 1.35
N -5.72041 -4.42539 1.02044 2.18 -1.13 0.03
H -7.95689 -4.40760 2.04973 0.00 0.10 -0.51
H -8.51823 -3.12781 0.99341 -0.02 -0.01 0.58
H -5.76269 -5.15814 1.71426 -0.12 0.09 -0.53
H -5.05065 -4.42921 0.26446 0.49 -0.27 0.57
C -5.40172 2.68340 -4.47724 2.19 -0.50 1.05
O -5.03753 2.24722 -3.40320 0.88 0.18 0.50
N -6.59679 2.86273 -4.88811 -6.76 0.96 -0.72
N -4.61863 3.00804 -5.50487 2.08 0.06 -1.15
H -7.44359 2.74753 -4.34983 0.49 -0.59 0.39
H -6.76556 3.42140 -5.71244 -0.05 -0.14 0.39
H -5.20351 3.16297 -6.31358 1.75 0.42 -0.46
H -3.64597 3.22272 -5.33769 -0.42 0.37 -0.50
C -4.70028 -0.60385 4.69536 -1.56 0.08 0.00
O -3.86404 0.25265 4.81146 1.95 0.75 -0.22
N -5.72878 -0.66927 5.51181 -1.85 0.17 1.89
N -4.75723 -1.56416 3.75852 2.38 -1.14 -2.00
H -5.72836 0.04157 6.22931 -0.49 -0.41 0.07
H -6.28596 -1.51155 5.52648 -0.03 0.50 0.40
H -3.88946 -1.48344 3.24808 -0.05 -0.47 -0.68
H -5.53038 -1.88693 3.19446 -0.23 0.43 0.49
C 2.26198 0.19307 -5.44969 0.11 -1.59 3.06
O 1.98191 -0.49698 -4.47700 -0.44 -0.24 -0.25
N 2.63583 -0.16554 -6.60699 1.48 -6.85 -5.78
N 2.41798 1.43992 -5.47437 -0.43 8.86 1.89
H 2.80240 -1.16033 -6.65943 -0.01 -0.08 -0.65
H 2.92825 0.37655 -7.40745 -0.23 -0.09 0.57
H 1.95968 2.05169 -4.81422 -0.18 0.10 0.41
H 2.65058 1.84352 -6.37053 -0.21 0.43 0.65
C -0.52751 1.44954 6.80826 1.15 0.83 -1.39
O 0.00257 1.80347 5.78619 1.09 1.04 -0.95
N -1.50320 0.61286 6.80718 -4.71 -4.11 -0.90
N -0.24241 1.79301 8.03775 1.89 1.72 2.88
H -1.97783 0.30366 7.64337 0.08 0.25 -0.26
H -2.01772 0.47080 5.94975 -0.10 0.09 -0.01
H 0.66856 2.21259 8.15688 -0.25 -0.10 0.52
H -0.73102 1.30350 8.77378 0.72 0.46 0.12
C 4.07999 3.40330 2.52532 -1.35 0.68 -0.50
O 4.34895 2.83820 3.50595 2.14 -3.40 6.95
N 3.19171 4.30337 2.50926 -4.88 5.43 -1.04
N 4.59048 3.08680 1.42076 2.77 -1.60 -4.60
H 3.02015 4.72430 1.60732 -0.28 0.36 0.46
H 2.62438 4.59748 3.29139 0.34 -0.35 -0.12
H 4.34185 3.45815 0.51502 0.57 -0.08 -0.08
H 5.30248 2.41174 1.66045 0.63 -0.42 -1.20
C 0.58630 3.47110 -1.80316 -1.93 -1.21 -6.11
O 0.96409 3.01544 -2.93497 -0.68 0.74 0.93
N -0.57212 4.09816 -1.60199 -0.26 0.75 0.07
N 1.25480 3.19319 -0.75255 3.27 -0.20 4.87
H -0.81311 4.28013 -0.63820 -0.44 0.01 -0.24
H -1.18188 4.36085 -2.36311 0.14 0.09 -0.07
H 1.91458 2.42854 -0.76252 0.17 -0.04 -0.12
H 1.56053 3.99409 -0.21851 -0.13 -0.20 0.33
C -0.61859 -0.28754 -0.10602 4.75 1.41 -2.90
O -1.73177 -0.49497 0.11055 -8.61 -1.38 1.29
N -0.12923 0.04101 -1.30818 0.03 0.16 -1.30
N 0.28555 -0.35747 0.81112 2.72 -0.47 2.69
H -0.78576 0.20543 -2.05786 0.54 0.16 -0.18
H 0.86140 0.22972 -1.36429 -0.36 0.22 -0.41
H -0.04385 -0.36523 1.76587 0.63 0.00 0.32
H 1.21915 -0.08498 0.53863 0.17 -0.06 0.75
C -1.57319 0.37825 -5.11521 0.20 -1.02 3.54
O -1.15417 0.35296 -3.92643 -0.25 0.76 -2.19
N -0.88246 0.05646 -6.18877 2.74 0.10 -1.29
N -2.80718 0.59104 -5.44892 -3.80 1.33 0.80
H 0.09439 0.03292 -5.93322 -0.10 -1.17 -0.88
H -1.39378 -0.55601 -6.80807 1.03 -0.15 -0.25
H -3.18476 0.51711 -6.38277 0.25 0.19 0.30
H -3.41935 0.90398 -4.70904 -0.41 -0.30 -0.01
C 3.66014 0.40324 -0.91802 -2.36 -1.28 -1.41
O 2.61618 0.63544 -0.24839 2.06 0.56 -0.61
N 3.58651 -0.08044 -2.16620 -1.73 -0.60 -1.94
N 4.91331 0.42504 -0.60451 2.66 1.68 3.04
H 2.69392 -0.15494 -2.63292 0.14 -0.08 -0.14
H 4.40812 -0.34868 -2.68879 -0.36 0.40 0.04
H 5.65139 0.19522 -1.25452 -0.28 0.07 0.35
H 5.16769 0.96938 0.20733 0.53 -0.24 0.28
C 1.86284 -5.23974 2.51180 -2.77 -3.49 0.79
O 1.88640 -6.44274 2.72312 0.58 -0.46 0.48
N 0.72573 -4.57806 2.53956 -3.43 1.34 -0.06
N 2.85136 -4.45530 2.29837 4.63 2.30 -1.31
H 0.70424 -3.60352 2.27513 -0.22 -0.25 0.49
H -0.06806 -5.03505 2.96516 0.12 0.14 -0.52
H 3.74481 -4.89225 2.47419 0.46 0.15 -0.23
H 2.83061 -3.87350 1.47304 -0.02 0.09 0.27
C -1.30460 2.69310 2.46094 -1.31 3.14 -0.23
O -1.98472 3.69791 2.35560 -0.90 1.43 -0.32
N -1.78139 1.58296 2.93659 -2.14 -2.17 1.02
N -0.05469 2.64067 2.10336 3.64 -1.26 -0.85
H -1.18215 0.88216 3.34875 -0.19 0.03 0.30
H -2.72514 1.77229 3.24253 0.08 -0.86 0.43
H 0.39653 3.31367 1.50039 -0.53 -0.32 0.24
H 0.13012 1.65812 1.96006 1.36 0.35 -0.47
C -4.84207 1.58881 0.41782 3.06 0.91 -0.05
O -5.89640 2.10338 0.51664 -3.96 1.35 0.47
N -4.37187 0.54631 1.06111 -0.61 -3.14 1.67
N -3.82301 2.08020 -0.28992 0.62 1.70 -2.18
H -4.83272 0.30626 1.92718 0.44 -0.44 -0.33
H -3.49119 0.20642 0.70197 0.13 -0.63 1.17
H -4.04144 2.91554 -0.81393 0.52 -0.35 -0.28
H -2.94207 1.58718 -0.32122 -0.04 0.62 -0.26
C -7.26573 -0.12705 -2.38474 -0.84 1.20 0.72
O -7.72923 0.13571 -3.47518 -0.62 -0.53 -1.55
N -7.91031 -0.59157 -1.31654 -2.24 -1.35 2.43
N -6.06445 0.23390 -2.00500 3.61 0.39 -0.60
H -8.82154 -1.02106 -1.24379 0.23 0.40 -0.80
H -7.49851 -0.36847 -0.42170 -0.07 -0.36 -0.22
H -5.66017 0.17975 -1.08103 -0.58 -0.31 -0.23
H -5.54523 0.77332 -2.68289 -0.01 0.13 0.32
C 6.32960 -0.09287 2.55387 -0.36 -1.87 -0.68
O 6.37606 0.99736 2.04537 0.80 2.69 -0.45
N 7.18299 -0.70042 3.33590 4.31 0.80 3.08
N 5.44287 -0.97895 2.22093 -3.70 -0.78 -1.48
H 6.98771 -1.55429 3.83876 -0.10 0.18 -0.37
H 7.95236 -0.13997 3.67366 -0.02 -0.21 0.07
H 4.83012 -0.61190 1.50685 -0.29 -1.08 0.09
H 5.55599 -1.95926 2.43608 -0.34 0.38 -0.56
C 3.61287 0.27867 5.52910 3.57 -3.58 3.09
O 3.44045 -0.81079 6.11450 0.20 -0.25 -0.10
N 2.79899 0.97467 4.93595 -7.98 2.86 -3.98
N 4.74528 0.93221 5.44332 5.94 0.61 1.43
H 3.12923 1.80949 4.47322 -0.55 -0.05 -0.37
H 1.92264 0.54372 4.67828 -0.41 0.57 0.15
H 4.82579 1.85933 5.05081 -0.15 -0.36 -0.29
H 5.63273 0.55201 5.73994 -0.47 -0.13 0.29
C 5.17135 -3.61121 4.20391 -1.58 -0.38 -0.34
O 5.24308 -4.58998 3.47385 1.26 -0.54 -0.17
N 6.04887 -3.07163 4.99828 6.62 -0.22 2.44
N 4.15638 -2.82540 4.38054 -4.35 0.21 -1.91
H 5.93150 -2.15168 5.39829 -0.13 -0.52 0.14
H 6.89305 -3.58428 5.20959 0.02 0.21 0.08
H 4.13095 -2.20353 5.17598 -1.06 0.39 -0.13
H 3.38478 -3.05837 3.77188 -0.57 0.55 0.48
C -3.58164 -2.66318 -3.02707 1.32 1.51 -0.69
O -3.21118 -3.15612 -4.09416 -0.16 -0.48 -0.14
N -4.73930 -2.88512 -2.47887 -3.68 -2.78 0.25
N -2.90690 -1.77780 -2.30154 1.72 1.36 0.39
H -5.26232 -2.33588 -1.81187 0.35 0.06 0.00
H -5.18944 -3.67424 -2.92018 -0.53 0.31 0.20
H -2.07465 -1.34575 -2.67678 -0.23 -0.10 0.21
H -3.30805 -1.41202 -1.44985 0.40 -0.02 -0.18


45
Properties=species:S:1:pos:R:3:forces:R:3 method="wB97M-V/def2-TZVPD" e_tot_ev=-138245.4608 spin_multiplicity=3 s2=2.0246 lumo_ev="-1.00 / -0.96" relative_energy_kcal_mol=3.73
Mo 0.14638 1.16271 0.16381 0.18 -0.02 0.30
F -1.65427 -0.86214 4.95169 0.02 0.00 -0.04
C -1.25665 -1.10406 3.69148 -0.05 0.03 0.10
C -0.91735 -0.03972 2.87548 0.02 -0.08 0.00
C -0.50903 -0.29573 1.57427 0.15 -0.07 -0.09
C -0.45363 -1.62367 1.09971 -0.04 -0.11 -0.07
C -0.79892 -2.65013 1.97404 -0.05 0.08 0.03
F -0.76754 -3.93905 1.57502 0.00 -0.01 -0.01
C -1.20340 -2.41807 3.27307 0.04 0.06 -0.10
C -0.05486 -1.82346 -0.31201 -0.03 0.12 0.04
C 0.21730 -3.03870 -0.92835 -0.01 0.14 -0.06
C 0.59777 -3.05170 -2.26187 0.01 -0.09 0.03
C 0.69024 -1.86836 -2.97339 -0.09 0.14 0.06
C 0.40153 -0.69033 -2.31011 0.09 -0.21 -0.07
N 0.05546 -0.66789 -1.02039 -0.12 0.09 0.15
H -0.96953 0.96500 3.27431 0.03 0.00 -0.01
H -1.47039 -3.23432 3.92743 -0.01 0.00 0.01
H 0.13816 -3.95371 -0.36818 0.02 -0.03 -0.02
H 0.82120 -3.99672 -2.73934 0.00 0.00 -0.02
H 0.96873 -1.84208 -4.01610 0.01 -0.03 -0.01
H 0.44081 0.26768 -2.80842 0.04 0.02 0.01
F -5.94452 -0.69757 -2.66159 0.01 0.01 0.01
C -4.93512 0.07729 -2.27410 0.08 0.07 0.04
C -5.00930 0.78241 -1.08376 0.09 -0.01 -0.08
F -6.09632 0.68143 -0.32026 -0.01 -0.01 -0.01
C -3.94732 1.58245 -0.69153 -0.09 -0.12 0.04
F -4.07426 2.22802 0.46871 0.05 0.01 -0.04
C -2.79049 1.71009 -1.45389 -0.01 0.03 0.18
Se -1.39247 2.89000 -0.86757 -0.02 0.04 -0.30
C -2.75524 0.99753 -2.64164 -0.02 -0.03 -0.20
F -1.69749 1.08246 -3.46070 0.01 0.06 0.05
C -3.79920 0.18872 -3.05845 -0.03 0.02 0.10
F -3.71837 -0.47684 -4.21219 0.00 -0.01 0.01
Cl 2.51015 2.42560 3.57931 -0.02 -0.02 -0.07
C 3.54869 2.18118 2.21612 0.12 0.03 0.08
C 4.91750 2.25494 2.39655 0.01 -0.02 -0.12
C 5.76633 2.05534 1.31553 -0.06 0.01 0.05
C 5.24450 1.77599 0.06303 -0.05 0.00 0.05
C 3.87188 1.70048 -0.09719 0.24 -0.05 -0.21
Cl 3.23437 1.32383 -1.67057 -0.05 0.02 0.09
C 2.98858 1.90506 0.96154 -0.28 0.18 0.04
N 1.62431 1.83911 0.80604 -0.19 -0.24 0.04
H 5.30662 2.46731 3.38173 0.02 0.01 0.01
H 6.83680 2.11540 1.45188 0.01 0.00 0.01
H 5.88839 1.61419 -0.78915 0.01 -0.01 -0.01


96
Properties=species:S:1:pos:R:3:forces:R:3 method="wB97M-V/def2-TZVPD" e_tot_ev=-743634.5092 lumo_ev=-0.98
C 2.53530 3.88540 -2.35643 -0.50 0.76 -0.79
C 1.75109 4.13569 -3.76422 0.92 1.28 0.65
O 1.99964 3.10276 -4.74403 0.52 0.28 1.53
C 0.20505 4.48277 -3.52758 0.27 -0.39 0.17
C -0.73209 3.24991 -3.15338 -3.19 -0.56 1.70
C -1.95478 3.31900 -2.43054 1.19 -0.48 -1.02
C -2.76793 4.52662 -1.78923 -1.15 -1.39 -0.17
O -2.12571 5.82675 -1.89488 -1.15 0.43 -2.52
C -2.50546 6.52166 -3.06201 1.21 1.37 -0.41
F -2.65995 5.71554 -4.21278 0.07 1.73 2.72
F -1.43864 7.43728 -3.35422 -2.64 -2.20 0.71
F -3.66598 7.31024 -2.90631 2.54 -2.15 -0.36
C -2.61615 1.84977 -2.31096 -1.78 0.57 1.20
O -3.79610 1.60407 -1.95652 5.37 0.64 -1.54
O -1.57382 0.90585 -2.65638 -1.99 3.40 -0.35
C -0.66622 1.69551 -3.47009 2.38 -2.58 -2.63
O -0.03338 1.01859 -4.29993 -2.03 3.24 3.15
H 2.13699 2.98564 -1.78057 0.71 1.13 -0.89
H 3.65675 3.81117 -2.58578 -1.60 -0.11 0.43
H 2.38752 4.84807 -1.73107 0.27 -1.58 -0.86
H 2.23548 5.10256 -4.18700 -1.05 -1.43 0.83
H 2.86950 2.70774 -4.47850 -1.18 0.41 -0.56
H -0.21666 5.09297 -4.41491 0.58 -1.41 1.30
H 0.17425 5.20773 -2.62463 0.00 -1.26 -1.47
H -2.97100 4.28997 -0.68017 0.61 0.59 -1.83
H -3.80885 4.60968 -2.27585 1.56 -0.45 0.65
C -0.49723 2.86731 1.22766 0.14 -0.10 0.10
Cl -1.99011 3.75856 1.59897 0.22 -0.13 0.14
Cl 0.55341 3.87003 0.20778 -0.31 -0.40 0.23
Cl 0.34611 2.47515 2.74114 -0.23 0.48 -0.47
Cl -0.90022 1.36536 0.36309 0.30 0.94 -0.64
C 1.62132 8.05889 1.32769 -0.07 0.08 0.04
Cl 3.09838 7.25411 0.75348 -0.23 0.09 0.07
Cl 1.95264 8.87480 2.87057 -0.04 -0.15 -0.28
Cl 1.09343 9.25561 0.12550 0.09 -0.23 0.19
Cl 0.34164 6.84891 1.55953 0.20 0.39 0.02
C -1.73028 -1.24388 3.90876 0.01 -0.32 0.03
Cl -0.84229 -2.78326 3.85953 -0.16 0.25 0.34
Cl -3.47087 -1.56792 4.05567 0.98 0.25 -0.04
Cl -1.18402 -0.29110 5.30497 -0.73 -0.23 -0.12
Cl -1.42260 -0.33052 2.41308 -0.37 -0.56 1.14
C 2.77783 -0.57113 5.38734 0.03 -0.02 -0.03
Cl 1.66642 0.42745 4.42375 0.85 -0.31 0.15
Cl 3.96519 -1.33896 4.31226 -0.29 0.18 0.20
Cl 3.62289 0.45354 6.56794 -0.13 -0.17 -0.19
Cl 1.85810 -1.82626 6.24452 0.22 0.20 -0.12
C 2.65049 7.58797 -6.19888 -0.04 0.12 0.09
Cl 1.01066 7.24610 -5.60648 0.27 0.15 -0.12
Cl 2.88659 9.34556 -6.30131 -0.04 -0.32 0.02
Cl 3.84562 6.89542 -5.07532 -0.69 1.12 0.27
Cl 2.85611 6.87096 -7.81116 -0.14 0.22 0.24
C -0.22280 -4.51533 0.39196 -0.08 0.05 -0.15
Cl 1.13734 -4.96824 1.44219 -0.49 0.14 -0.06
Cl -0.63021 -2.80694 0.65585 0.12 -0.46 -0.42
Cl 0.23495 -4.76055 -1.30733 -0.25 0.08 0.41
Cl -1.63200 -5.52644 0.77869 0.39 0.36 -0.09
C -5.03961 -6.10509 3.22214 -0.18 0.04 -0.01
Cl -3.75598 -7.03602 2.42032 -0.38 -0.02 0.27
Cl -4.65781 -4.37161 3.13319 0.01 -0.43 -0.04
Cl -6.58917 -6.41360 2.41032 0.34 0.15 0.24
Cl -5.15392 -6.59919 4.92490 0.04 0.09 -0.29
C -8.87573 -8.46200 -0.49943 0.02 -0.05 -0.03
Cl -9.04039 -6.70595 -0.71465 0.04 -0.28 0.06
Cl -8.99365 -9.26629 -2.07932 0.01 0.14 0.27
Cl -7.29797 -8.82235 0.23299 -0.32 -0.05 -0.23
Cl -10.17087 -9.05238 0.56404 0.22 0.10 -0.17
C -5.30303 -2.04431 7.70153 -0.01 0.02 -0.02
Cl -4.28495 -2.75852 8.97052 -0.16 0.11 -0.22
Cl -4.69289 -0.42619 7.29323 -0.11 -0.26 0.07
Cl -5.25826 -3.07654 6.25611 -0.16 0.06 0.43
Cl -6.97602 -1.91606 8.28624 0.27 -0.01 -0.10
C 3.73588 -6.48154 -1.26829 0.04 0.06 -0.03
Cl 5.21760 -7.28003 -1.83606 -0.29 0.34 0.11
Cl 4.05766 -5.66458 0.27650 0.24 -0.19 -0.35
Cl 3.20858 -5.28561 -2.47213 0.35 -0.25 0.10
Cl 2.45915 -7.69667 -1.04097 0.22 0.16 -0.02
C -6.46508 1.40278 3.37634 -0.07 -0.03 0.01
Cl -6.14336 -0.34144 3.46195 -0.56 0.47 -0.10
Cl -7.88069 1.69516 2.34342 0.26 -0.04 0.17
Cl -6.78347 2.02708 5.00910 0.07 -0.11 -0.27
Cl -5.04939 2.23024 2.69076 -0.16 -0.17 0.11
C 6.71696 -11.42908 -2.31419 -0.07 -0.04 0.03
Cl 5.22293 -10.53952 -1.95137 0.30 -0.35 -0.08
Cl 7.76982 -10.42548 -3.33503 -0.17 -0.14 0.17
Cl 7.55797 -11.81768 -0.79807 -0.13 0.07 -0.26
Cl 6.31837 -12.93285 -3.17267 0.08 0.25 0.13
C 7.32037 -3.61478 5.43260 -0.01 0.01 0.08
Cl 7.65332 -5.32740 5.76732 -0.06 0.30 -0.07
Cl 8.84082 -2.69669 5.47330 -0.27 -0.16 -0.02
Cl 6.57802 -3.45951 3.82499 0.18 -0.08 0.20
Cl 6.20977 -2.97598 6.66337 0.21 -0.12 -0.20
C 6.02551 3.50081 -6.36626 -0.02 0.09 -0.40
Cl 5.01005 4.92361 -6.68651 0.89 -1.33 -0.31
Cl 7.73338 3.98882 -6.32567 -0.29 -0.10 0.04
Cl 5.57663 2.79175 -4.79786 0.10 0.07 -0.13
Cl 5.78413 2.29662 -7.65018 0.05 0.16 0.27